Arrangement 1

Formula: C3H9NO
Source: OMol25
Level of theory: ωB97M-V with the def2-TZVPD basis set

Structure (ORCA input):
```
! RIJCOSX wB97M-V def2-TZVPD def2/J DEFGRID3
* xyz 0 1
N 0.221 -1.941 -0.685
C 0.448 -0.505 -1.001
C -0.570 0.330 -0.132
C 0.036 0.833 1.184
O -0.689 1.991 1.632
H -0.454 -2.277 -1.365
H 1.056 -2.462 -0.889
H 0.161 -0.340 -2.039
H 1.382 -0.146 -0.600
H -0.968 1.191 -0.670
H -1.422 -0.351 -0.037
H -0.212 0.067 1.928
H 1.129 0.867 1.200
H -0.117 2.742 1.473
*
```

## Properties
frontier orbital gap = 10.4 eV
E_LUMO = 1.038 eV
SMILES = NCCCO
molar mass = 75.111 u

=====

Arrangement 2

Formula: C3H9NO
Source: OMol25
Level of theory: ωB97M-V with the def2-TZVPD basis set

Structure (ORCA input):
```
! RIJCOSX wB97M-V def2-TZVPD def2/J DEFGRID3
* xyz 0 1
C -0.915 -1.174 0.201
C 0.262 -0.356 -0.177
N 1.233 -0.329 0.878
C -0.185 1.039 -0.643
O 0.921 1.800 -0.746
H -0.780 -2.244 0.627
H -1.328 -0.951 1.382
H -1.629 -1.265 -0.436
H 0.680 -1.011 -0.890
H 0.918 -0.352 1.814
H 1.927 0.177 0.574
H -0.820 0.799 -1.516
H -0.709 1.317 0.138
H 0.425 2.549 -1.205
*
```

## Properties
frontier orbital gap = 9.6 eV
E_LUMO = 0.866 eV
SMILES = C[C@H](N)CO
molar mass = 75.111 u

=====

Arrangement 3

Formula: C3H9NO
Source: OMol25
Level of theory: ωB97M-V with the def2-TZVPD basis set

Structure (ORCA input):
```
! RIJCOSX wB97M-V def2-TZVPD def2/J DEFGRID3
* xyz 0 1
C -1.826 -0.503 -0.726
C -1.005 0.255 0.306
C -0.023 1.184 -0.127
H -1.557 0.555 1.197
H -2.616 0.120 -1.154
H -1.190 -0.857 -1.541
H -2.293 -1.384 -0.281
H 0.325 1.958 0.544
H 0.231 1.277 -1.175
N 2.552 -0.721 0.760
O 1.289 -0.278 0.397
H -0.094 -0.529 0.698
H 3.055 -1.085 -0.046
H 3.150 0.006 1.147
*
```

## Properties
frontier orbital gap = 8.9 eV
E_LUMO = 0.640 eV
molar mass = 75.111 u

=====

arrangement 1 (1.942 eV below the next structure)

=====

Arrangement 1

Formula: C2H7OPS2
Source: OMol25
Level of theory: ωB97M-V with the def2-TZVPD basis set

Structure (ORCA input):
```
! RIJCOSX wB97M-V def2-TZVPD def2/J DEFGRID3
* xyz 0 1
O 1.391 -2.054 -1.365
P 2.511 -0.895 -1.051
S 2.641 0.105 -2.676
H 1.088 -2.756 -0.777
C -0.324 0.651 1.970
S -0.269 -0.274 0.448
C -1.389 0.615 -0.655
H -1.280 0.613 2.264
H 0.383 0.296 2.757
H -0.085 1.660 1.841
H -1.231 -0.010 -1.621
H -0.979 1.549 -0.713
H -2.458 0.501 -0.421
*
```

## Properties
frontier orbital gap = 8.4 eV
E_LUMO = -0.272 eV
SMILES = OP=S.CSC
molar mass = 142.185 u

=====

Arrangement 2

Formula: C2H7OPS2
Source: OMol25
Level of theory: ωB97M-V with the def2-TZVPD basis set

Structure (ORCA input):
```
! RIJCOSX wB97M-V def2-TZVPD def2/J DEFGRID3
* xyz 0 1
C -1.402 -1.747 -0.025
C -0.683 2.099 0.148
O -1.340 -0.345 0.082
P -0.417 0.572 -0.870
S 1.989 -0.562 0.221
S 3.981 0.009 0.426
H -1.292 -2.080 -1.048
H -2.411 -1.881 0.280
H -0.810 -2.332 0.625
H -1.654 2.496 -0.157
H -0.618 1.773 1.075
H 0.135 2.807 -0.130
H 4.521 -0.809 -0.629
*
```

## Properties
frontier orbital gap (spin up / spin down) = 6.4 / 6.6 eV
E_LUMO (spin up / spin down) = -1.100 / -0.984 eV
molar mass = 142.185 u

=====

Arrangement 3

Formula: C2H7OPS2
Source: OMol25
Level of theory: ωB97M-V with the def2-TZVPD basis set

Structure (ORCA input):
```
! RIJCOSX wB97M-V def2-TZVPD def2/J DEFGRID3
* xyz 0 1
C 2.241 -0.096 -0.846
C -2.171 -0.156 1.386
O 1.554 1.144 -0.683
P 0.005 1.223 -0.345
S -0.661 3.047 -0.175
S -0.306 -0.102 1.433
H 2.108 -0.699 0.022
H 3.251 0.289 -0.854
H 1.823 -0.473 -1.775
H -2.507 0.847 1.295
H -2.629 -0.395 2.351
H -2.458 -0.790 0.665
H -0.534 0.270 -1.682
*
```

## Properties
frontier orbital gap = 9.1 eV
E_LUMO = 0.120 eV
molar mass = 142.185 u

=====

arrangement 1 (0.295 eV below the next structure)

=====

Arrangement 1

Formula: C2H7OPS2
Source: OMol25
Level of theory: ωB97M-V with the def2-TZVPD basis set

Structure (ORCA input):
```
! RIJCOSX wB97M-V def2-TZVPD def2/J DEFGRID3
* xyz 0 1
C -0.348 -2.183 0.656
O 0.823 -1.747 0.016
P 1.200 -0.286 -0.500
S 2.922 0.291 0.049
S -0.671 0.945 -0.158
C -0.066 2.322 0.943
H -0.263 -2.697 1.581
H -0.969 -2.676 -0.171
H -0.985 -1.295 0.949
H 1.186 -0.486 -1.997
H 0.070 1.723 1.858
H -0.729 3.197 1.098
H 0.895 2.530 0.698
*
```

## Properties
frontier orbital gap = 9.6 eV
E_LUMO = 0.425 eV
SMILES = CO[P@H](=S)SC
molar mass = 142.185 u

=====

Arrangement 2

Formula: C2H7OPS2
Source: OMol25
Level of theory: ωB97M-V with the def2-TZVPD basis set

Structure (ORCA input):
```
! RIJCOSX wB97M-V def2-TZVPD def2/J DEFGRID3
* xyz 0 1
C -1.068 -1.180 -0.949
C 0.012 -0.967 0.056
O -0.094 1.602 1.992
P 0.886 0.600 -0.664
S 2.773 0.739 -0.226
S -0.141 1.997 -1.654
H -0.600 -1.784 -1.896
H -1.791 -1.743 -0.461
H -1.491 -0.203 -1.413
H 0.861 -1.669 0.192
H -0.348 -0.519 0.888
H 0.654 2.145 1.602
H 0.348 0.982 2.532
*
```

## Properties
frontier orbital gap = 8.1 eV
E_LUMO = -1.069 eV
molar mass = 142.185 u

=====

arrangement 1 (0.081 eV below the next structure)

=====

Arrangement 1

Formula: C4H13NOS
Source: OMol25
Level of theory: ωB97M-V with the def2-TZVPD basis set

Structure (ORCA input):
```
! RIJCOSX wB97M-V def2-TZVPD def2/J DEFGRID3
* xyz 0 1
C -1.421 -0.812 -1.060
N -0.017 -1.101 -1.015
C 0.968 -0.027 -0.922
C 1.205 0.702 0.400
C 2.261 -0.662 -1.438
S 3.673 0.557 -1.361
H -1.815 -0.199 -0.279
H -1.995 -1.702 -1.010
H -1.765 -0.437 -2.070
H 0.065 -1.640 -0.113
H 0.758 0.804 -1.598
H 2.024 1.376 0.258
H 1.196 0.014 1.277
H 0.461 1.466 0.606
H 2.202 -0.962 -2.529
H 2.540 -1.665 -0.834
H 4.653 -0.416 -1.577
O -5.359 1.576 4.446
H -4.846 2.342 4.681
H -4.788 0.784 4.135
*
```

## Properties
frontier orbital gap = 9.5 eV
E_LUMO = 0.608 eV
SMILES = CN[C@@H](C)CS.O
molar mass = 123.221 u

=====

Arrangement 2

Formula: C4H13NOS
Source: OMol25
Level of theory: ωB97M-V with the def2-TZVPD basis set

Structure (ORCA input):
```
! RIJCOSX wB97M-V def2-TZVPD def2/J DEFGRID3
* xyz 0 1
N 0.233 3.389 0.213
C -0.211 1.997 0.129
C -1.421 1.905 -0.797
S -1.866 0.228 -1.297
H -0.480 3.943 0.673
H 1.074 3.448 0.778
H -0.468 1.562 1.102
H 0.591 1.413 -0.324
H -2.310 2.347 -0.344
H -1.205 2.493 -1.690
H -0.616 -0.227 -1.323
C -0.231 -2.765 0.184
C 1.105 -2.158 0.535
O 2.100 -2.983 -0.077
H -0.304 -3.791 0.541
H -1.034 -2.263 0.727
H -0.380 -2.655 -0.887
H 1.241 -2.132 1.622
H 1.212 -1.142 0.146
H 2.970 -2.608 0.088
*
```

## Properties
frontier orbital gap = 9.8 eV
E_LUMO = 0.776 eV
SMILES = NCCS.CCO
molar mass = 123.221 u

=====

Arrangement 3

Formula: C4H13NOS
Source: OMol25
Level of theory: ωB97M-V with the def2-TZVPD basis set

Structure (ORCA input):
```
! RIJCOSX wB97M-V def2-TZVPD def2/J DEFGRID3
* xyz 0 1
N 1.931 -0.082 0.736
C 0.769 -0.968 0.877
C -0.441 -0.210 1.414
C -0.888 0.938 0.516
C -1.555 0.597 -0.802
S -3.186 -0.176 -0.451
H 2.804 -0.587 0.706
H 1.913 0.587 1.499
H 0.457 -1.358 -0.095
H 0.963 -1.847 1.492
H -1.259 -0.924 1.500
H -0.275 0.173 2.415
H -0.051 1.603 0.296
H -1.574 1.550 1.071
H -0.996 -0.095 -1.440
H -1.704 1.466 -1.427
H -3.409 -0.709 -1.659
O 2.325 -0.313 -2.341
H 1.887 -0.166 -1.490
H 2.290 0.520 -2.818
*
```

## Properties
frontier orbital gap = 9.9 eV
E_LUMO = 0.854 eV
SMILES = NCCCCS.O
molar mass = 123.221 u

=====

Arrangement 4

Formula: C4H13NOS
Source: OMol25
Level of theory: ωB97M-V with the def2-TZVPD basis set

Structure (ORCA input):
```
! RIJCOSX wB97M-V def2-TZVPD def2/J DEFGRID3
* xyz 0 1
C 1.306 1.909 1.319
S 0.442 2.602 -0.120
C -0.659 1.294 -0.775
C 0.024 0.073 -1.369
C -1.000 -1.067 -1.423
N -1.115 -1.754 -0.128
H 0.553 1.505 2.102
H 2.066 1.110 1.195
H 1.895 2.684 1.849
H -1.186 0.968 0.074
H -1.359 1.746 -1.495
H 0.435 0.281 -2.425
H 0.881 -0.026 -0.721
H -0.710 -1.586 -2.319
H -2.015 -0.649 -1.639
H -1.985 -2.258 0.006
H -0.412 -2.491 0.084
O 0.952 -1.851 1.865
H 0.524 -1.117 1.353
H 1.363 -1.373 2.566
*
```

## Properties
frontier orbital gap = 9.4 eV
E_LUMO = 0.846 eV
SMILES = CSCCCN.O
molar mass = 123.221 u

=====

arrangement 3 (0.552 eV below the next structure)